# 1
ORCA calculation (ωB97M-V/def2-TZVPD) on a 2-piece molecular cluster, C11H17Br2FN2O3P overall in a non-equilibrium geometry.

```
37
C11H17Br2FN2O3P, DFT ωB97M-V/def2-TZVPD
Br -1.179 2.516 -0.361
Br 1.217 0.042 0.802
P -1.679 0.669 -1.633
F -0.807 -1.064 -4.061
O -2.805 -0.336 -0.775
O -5.102 3.059 5.642
O -4.000 4.210 4.030
N 0.050 -1.086 -3.035
N 0.997 -0.666 -0.904
C 1.259 -1.891 -3.054
C -4.851 2.096 3.444
C 2.878 -3.827 -0.851
C 3.194 -2.228 -1.010
C 1.855 -1.598 -1.640
C -0.109 -0.382 -1.791
C -3.740 4.013 2.637
C 5.098 -0.456 -1.744
C -4.678 3.134 4.519
C 4.510 -1.973 -1.887
C -3.816 2.519 2.424
H 3.405 -1.805 0.046
H 3.531 -4.330 -0.065
H 5.475 -0.367 -0.654
H -2.304 -1.086 -0.375
H -2.755 4.412 2.387
H 1.764 -3.886 -0.550
H -4.497 4.554 2.061
H 5.335 -2.645 -1.427
H 1.646 -2.552 -3.892
H 5.964 -0.277 -2.468
H 4.217 0.257 -1.878
H 4.428 -2.294 -2.983
H -2.852 2.061 2.668
H -4.071 2.242 1.400
H 2.944 -4.292 -1.895
H -5.867 2.161 3.045
H -4.652 1.096 3.828
```

Its net charge is +1. As for the energy above the lowest of the compared OMol25 structures with the same formula, charge and spin: 339.3 kJ/mol. As for the gap between HOMO and LUMO: 0.250 hartree.

# 2
ORCA calculation (ωB97M-V/def2-TZVPD) on a 15-piece molecular cluster, CH28O17 overall in a non-equilibrium geometry.

```
46
CH28O17, DFT ωB97M-V/def2-TZVPD
O 1.307 -0.531 2.671
O -2.692 2.314 -0.800
O -2.054 -0.151 -2.353
O 2.360 2.090 1.915
O 1.870 -1.800 -2.998
O 0.968 1.240 -3.020
O -0.112 -1.066 0.733
O -2.386 -1.961 0.012
O 0.617 0.983 0.243
O -0.315 -3.401 -1.785
O 3.123 0.652 -0.334
O -1.435 -1.932 2.983
O 2.119 -2.193 0.192
O -0.231 3.041 -1.075
O 0.149 -0.483 -1.399
O -0.680 1.387 2.449
O -3.008 0.538 1.191
C 0.222 -0.161 -0.066
H -1.139 -0.126 -2.033
H 1.242 -1.372 -2.431
H 2.141 0.695 -0.163
H 0.810 -0.497 1.829
H 2.661 -1.610 -2.463
H -1.720 2.451 -0.759
H -0.695 2.369 2.294
H -1.080 -1.676 3.809
H 1.452 0.354 2.998
H -2.761 1.458 -0.344
H -2.102 0.295 1.489
H 2.853 2.539 1.218
H -0.020 2.211 -0.608
H -0.255 0.972 1.734
H 3.445 0.114 0.415
H -1.605 -1.439 0.165
H 0.100 1.451 -3.415
H -2.522 -2.235 0.893
H -2.646 0.081 -1.653
H 0.814 0.598 -2.305
H 1.246 -1.768 0.346
H 0.217 -4.050 -1.287
H -0.882 -1.477 2.347
H -3.173 1.411 1.622
H 1.609 1.875 1.389
H -0.289 2.811 -2.013
H -0.121 -2.510 -1.458
H 2.599 -1.493 -0.174
```

Its net charge is -2. As for the energy above the lowest of the compared OMol25 structures with the same formula, charge and spin: 131.9 kJ/mol. As for the gap between HOMO and LUMO: 0.324 hartree.

# 3
ORCA calculation (ωB97M-V/def2-TZVPD) on C29H44BrN3P2V as an isolated structure in a non-equilibrium geometry.

```
80
C29H44BrN3P2V, DFT ωB97M-V/def2-TZVPD
Br -1.649 -1.409 -0.013
V 0.114 0.136 -0.112
P -2.591 -3.382 -4.190
P 1.998 -0.911 -0.897
N 0.672 2.410 3.289
N 0.145 1.348 1.426
N -1.040 7.839 -8.495
C -0.703 4.135 -4.521
C -4.497 -3.719 -2.175
C 3.267 -3.480 -1.010
C 0.512 3.320 -2.624
C 0.738 2.311 -1.690
C -1.532 2.139 -3.408
C -0.850 5.945 -6.452
C -0.761 8.227 -7.251
C 1.794 -1.175 -2.715
C -1.141 5.558 -7.775
C -0.591 3.190 -3.494
C 3.438 0.167 -0.590
C -3.082 -3.210 -2.433
C -1.227 6.548 -8.764
C 1.076 1.483 2.403
C -0.114 1.186 -1.770
C 4.812 -0.502 -0.671
C 2.349 -2.570 -0.190
C -3.096 -1.746 -6.412
C 1.390 2.783 4.497
C -0.753 4.972 -5.404
C -2.857 -1.695 -4.901
C -0.884 2.266 1.710
C -0.296 -4.971 -4.322
C -0.562 2.912 2.864
C -0.755 -3.524 -4.121
C -1.312 1.137 -2.478
C -0.654 7.315 -6.191
C 2.816 -0.499 -3.629
H -4.678 -4.678 -2.671
H -1.742 2.381 1.064
H -1.451 6.279 -9.797
H 4.232 -3.017 -1.243
H 2.770 -2.404 0.814
H 4.945 -1.266 0.106
H 5.011 -0.958 -1.648
H -1.982 -1.075 -4.656
H -5.244 -3.002 -2.537
H 3.477 -4.385 -0.427
H -0.615 9.294 -7.080
H -3.522 -0.796 -6.749
H 1.368 -3.049 -0.038
H -0.361 -2.881 -4.922
H 3.296 0.604 0.412
H 1.189 4.176 -2.722
H 0.786 -0.810 -2.968
H 1.567 2.387 -0.982
H 2.355 3.247 4.256
H -2.019 0.310 -2.327
H -0.840 -5.460 -5.140
H -2.350 -3.763 -1.827
H 2.012 0.936 2.472
H -3.795 -2.542 -6.689
H -1.295 4.515 -8.048
H -0.444 -5.570 -3.417
H -0.424 -3.129 -3.150
H 3.385 1.011 -1.294
H 0.770 -4.997 -4.571
H 2.544 -0.708 -4.673
H -0.418 7.682 -5.192
H -2.993 -2.148 -2.178
H -2.380 2.120 -4.102
H -4.657 -3.856 -1.101
H -2.164 -1.906 -6.963
H -3.738 -1.278 -4.390
H 1.573 1.903 5.122
H 3.834 -0.882 -3.478
H 0.782 3.503 5.061
H 2.807 -3.807 -1.949
H 2.832 0.594 -3.514
H -1.089 3.671 3.416
H 5.586 0.260 -0.512
H 1.775 -2.258 -2.900
```

Its net charge is +2. The spin multiplicity is 4. As for the energy above the lowest of the compared OMol25 structures with the same formula, charge and spin: 49.6 kJ/mol. As for the expectation value of S²: 3.78. As for the gap between HOMO and LUMO (spin up / spin down): 0.264 / 0.133 hartree.